# 1
Here is the molecule C3H3N3O3 from the Open Molecules 2025 dataset. Energies are from ωB97M-V/def2-TZVPD.

```
12
Properties=species:S:1:pos:R:3:forces:R:3
H -0.388 2.038 -0.548 0.049 0.269 -0.126
N 0.604 1.921 -0.389 0.297 2.200 -0.575
C 0.892 0.746 -0.199 0.174 -1.604 1.110
O 2.156 0.222 -0.007 -0.787 0.643 -0.414
N 2.059 -1.185 0.107 0.924 0.571 0.064
C 0.831 -1.428 0.077 -1.504 -1.275 -0.080
N 0.003 -0.337 -0.030 2.357 -0.436 -0.118
C -1.365 -0.369 -0.060 -1.490 1.423 0.263
O -2.013 -1.257 -0.505 -0.058 -0.270 0.169
O -1.922 0.778 0.456 -0.020 -1.048 -0.468
H 0.413 -2.408 0.136 -0.027 -0.500 0.049
H -1.270 1.279 0.962 0.085 0.027 0.125
```
Forces are in eV/Å.

Properties
calculated total energy	-506.069381	hartree
structure (SMILES)	[H]/N=c1/oncn1C(=O)O
frontier orbital gap	10.4927	eV
E_LUMO	0.316	eV
HOMO	-10.18	eV

---

# 2
Here is the molecule C4H11N3 from the Open Molecules 2025 dataset. Energies are from ωB97M-V/def2-TZVPD.

```
18
Properties=species:S:1:pos:R:3:forces:R:3
N -2.736 0.631 -0.500 0.007 0.008 0.191
C -1.637 0.512 0.408 -0.219 -0.054 -0.189
C -0.630 -0.330 0.162 -0.546 0.425 -0.017
N -0.622 -1.110 -0.992 0.787 0.067 -0.318
C 0.583 -0.422 1.028 0.034 0.037 -0.651
C 1.802 0.365 0.576 0.569 -0.163 -0.150
N 2.455 -0.188 -0.635 -0.375 0.402 0.940
H -2.471 1.042 -1.387 0.059 0.041 0.012
H -3.457 1.213 -0.099 -0.085 -0.059 -0.110
H -1.709 1.080 1.326 0.294 0.061 0.014
H -0.141 -1.992 -0.924 -0.137 -0.044 -0.049
H -1.416 -1.094 -1.608 -0.231 -0.103 0.279
H 0.363 -0.029 2.009 -0.301 -0.361 0.460
H 0.879 -1.477 1.032 0.074 0.001 0.567
H 1.622 1.442 0.494 -0.542 -0.071 -0.209
H 2.498 0.304 1.404 0.423 -0.179 0.211
H 2.886 0.618 -1.066 0.110 -0.329 -0.618
H 1.729 -0.565 -1.230 0.079 0.322 -0.362
```
Forces are in eV/Å.

Properties
calculated total energy	-323.252630	hartree
structure (SMILES)	N/C=C(\N)CCN
frontier orbital gap	8.4313	eV
E_LUMO	1.041	eV
HOMO	-7.39	eV

---

# 3
Here is a structure of composition C19H42NOP3SW from the Open Molecules 2025 dataset. Energies are from ωB97M-V/def2-TZVPD.

```
68
Properties=species:S:1:pos:R:3:forces:R:3
W 0.299 -0.065 0.657 0.653 -2.991 -0.152
P -0.617 1.876 2.008 -0.984 2.098 1.205
P -1.932 -0.319 -0.030 -4.183 -0.890 -1.261
P 2.120 1.361 0.284 3.289 2.596 -0.505
H 0.488 -2.153 -6.412 0.442 -0.177 0.147
C 1.519 -2.313 -6.070 -0.893 2.586 -2.411
C 1.870 -3.314 -5.247 0.946 -2.905 2.021
H 1.138 -4.015 -4.826 0.332 0.268 -0.321
C -1.156 3.342 1.033 0.174 -0.285 -0.271
C -2.093 1.663 3.079 -0.214 -0.656 -0.030
C 0.458 2.677 3.256 0.497 -0.237 0.100
C -2.485 -1.599 -1.229 1.165 -0.180 -0.672
C -2.854 -1.051 1.383 0.390 -0.272 0.679
C -2.982 1.010 -0.744 0.437 0.458 0.177
C 3.388 0.996 -0.992 -0.233 -0.240 -0.343
C 3.159 1.085 1.791 -0.669 -0.334 0.346
C 2.122 3.192 0.153 -0.557 -0.011 -0.101
H 2.283 -1.640 -6.479 -0.276 -0.134 0.166
H 2.930 -3.512 -5.034 -0.421 0.092 0.018
H -1.305 4.168 1.746 0.045 -0.296 -0.229
H -2.101 3.126 0.525 0.269 0.191 0.116
H -0.398 3.623 0.296 -0.324 0.069 0.127
H -2.216 2.595 3.647 0.107 -0.204 -0.220
H -1.949 0.833 3.782 -0.116 0.153 -0.092
H -3.004 1.494 2.495 0.218 -0.014 0.138
H -0.168 3.388 3.813 0.127 -0.224 -0.184
H 1.278 3.237 2.800 -0.144 -0.144 0.244
H 0.858 1.935 3.956 -0.050 0.195 -0.034
H -3.567 -1.526 -1.418 0.350 0.097 0.525
H -2.224 -2.622 -0.933 0.027 0.276 0.032
H -1.979 -1.364 -2.160 -0.333 -0.108 -0.041
H -3.790 -0.487 1.483 0.240 -0.054 0.142
H -2.319 -1.119 2.340 -0.217 0.106 0.058
H -3.084 -2.087 1.095 0.084 0.366 0.139
H -3.776 0.509 -1.318 0.304 0.282 0.325
H -2.362 1.603 -1.433 -0.353 0.027 0.197
H -3.442 1.644 0.027 0.193 -0.141 -0.328
H 4.121 1.818 -0.951 -0.240 -0.352 -0.019
H 2.948 0.962 -1.993 0.310 0.111 0.264
H 3.893 0.046 -0.788 -0.153 0.117 0.024
H 4.174 1.409 1.521 -0.225 -0.141 -0.034
H 3.192 0.028 2.089 0.180 0.129 0.000
H 2.805 1.684 2.636 0.099 -0.201 -0.208
H 3.166 3.502 0.014 -0.253 -0.153 0.077
H 1.722 3.698 1.038 0.101 -0.156 -0.402
H 1.548 3.489 -0.735 0.191 0.063 0.175
C 0.552 -1.293 -2.638 0.189 0.384 -0.254
C 0.665 -0.036 -3.229 -0.758 0.608 0.522
C -0.311 0.375 -4.146 0.502 -0.372 -0.072
C -1.272 -0.559 -4.574 -0.132 0.129 -0.448
C -1.160 -1.915 -4.224 0.540 0.246 -0.340
C -0.209 -2.291 -3.267 0.466 -0.255 0.062
S 1.175 -1.581 -0.996 -0.298 -0.017 1.014
H -0.051 0.588 -0.803 0.042 0.616 -0.110
H 1.450 0.623 -2.859 -0.615 0.089 -0.278
H -0.274 1.404 -4.532 -0.183 -0.570 0.080
H -2.066 -0.227 -5.258 0.386 -0.250 0.297
H -1.773 -2.684 -4.696 -0.008 0.296 0.164
H -0.033 -3.318 -2.954 -0.610 0.026 0.113
C 0.693 -1.363 4.972 0.004 0.504 0.131
C -0.136 -2.577 4.637 -0.262 -1.607 -0.184
N 0.448 -3.786 4.912 -0.367 1.008 -0.100
O -1.246 -2.519 4.086 1.111 0.621 -0.045
H 0.973 -1.331 6.039 -0.066 -0.029 -0.461
H 0.118 -0.458 4.735 -0.014 -0.224 0.188
H 1.611 -1.345 4.371 0.015 -0.181 0.193
H -0.098 -4.620 4.776 -0.200 -0.048 -0.033
H 1.268 -3.894 5.491 -0.076 0.244 -0.017
```
Forces are in eV/Å.

Properties
charge	+4
2S+1	3
calculated total energy	-2366.780472	hartree
frontier orbital gap (spin up / spin down)	3.8755 / 3.1957	eV
E_LUMO (spin up / spin down)	-15.068 / -15.755	eV
HOMO (spin up / spin down)	-18.94 / -18.95	eV

---

For the records above, the corresponding ΔE to the lowest compared entry with this formula, charge and spin values read 2.808; 1.467; 0.846 eV.
For the records above, the corresponding maximum force values read 0.0467; 0.0212; 0.0867 Eh/bohr.